Record 1
Computed, not measured: 2 unconnected molecules or ions with the total composition C12H15N2O in a non-equilibrium geometry, with the ωB97M-V functional and the def2-TZVPD basis.

Last column: Mulliken charge in e.
Atoms and positions in Å:
H (-0.52, -1.14, -0.16)  0.317
H (3.86, -2.98, -2.88)  0.353
H (-2.39, -1.02, 3.56)  0.368
H (0.55, 1.27, -0.92)  0.264
H (-2.66, -0.32, 1.20)  0.506
H (3.05, 0.72, -0.55)  0.290
C (-0.72, -0.60, -1.22)  0.105
H (5.04, -1.12, -0.98)  0.360
H (-0.87, 3.47, 2.11)  0.384
H (1.25, -1.99, -3.39)  0.308
C (-1.04, 2.09, 3.76)  -0.378
C (3.99, -1.09, -1.42)  -0.191
C (-2.21, 0.36, 1.92)  -0.451
H (-1.35, 0.53, 5.20)  0.370
O (-2.14, -0.32, -1.67)  -0.368
C (0.47, 0.52, -1.78)  -0.401
C (-1.20, 2.49, 2.43)  -0.494
N (1.96, -1.60, -2.75)  -0.011
C (-1.41, -1.53, -2.46)  -0.752
N (2.93, -0.09, -1.18)  -0.070
H (-0.58, 2.77, 4.47)  0.370
C (1.74, -0.43, -1.95)  0.084
C (-1.78, 1.62, 1.51)  -0.398
H (-1.67, -1.00, -3.44)  0.341
H (-1.91, 1.93, 0.48)  0.549
H (-2.25, -2.24, -2.08)  0.344
C (-1.47, 0.83, 4.16)  -0.352
H (0.04, 0.94, -2.75)  0.293
C (-2.05, -0.03, 3.24)  -0.454
C (3.32, -2.06, -2.46)  -0.284

total energy	-17702.344	eV
HOMO level	-11.608	eV
net charge	+1
LUMO energy	-0.141	Ha
2S+1	1
ΔE to the lowest compared entry with this formula, charge and spin	580.6	kJ/mol

---

Record 2
Computed, not measured: 2 unconnected molecules or ions with the total composition C12H15N2O2 in a non-equilibrium geometry, with the ωB97M-V functional and the def2-TZVPD basis.

Last column: Mulliken charge in e.
Atoms and positions in Å:
C (-2.95, 0.01, 1.02)  0.935
C (3.29, -1.93, -0.37)  -0.391
H (-0.89, 2.24, -0.49)  0.486
H (2.18, 2.26, -3.34)  0.273
H (3.24, -2.62, -1.20)  0.367
H (-5.14, 0.81, 3.34)  0.240
C (0.16, 0.24, -1.82)  -0.109
H (2.50, 0.68, 1.24)  0.386
C (2.92, -0.25, 0.89)  -0.358
H (4.78, -2.84, 0.89)  0.212
H (-4.75, 1.77, 1.91)  0.344
O (0.70, 1.44, -2.19)  -0.304
C (-2.35, 1.23, 0.69)  -0.328
C (-1.47, -1.10, -0.54)  -0.546
H (0.55, -0.65, -2.29)  0.414
C (-1.34, 1.30, -0.24)  -0.876
H (-3.49, 1.44, 3.15)  0.358
H (-1.13, -2.01, -1.02)  0.428
C (1.74, 1.28, -3.13)  -0.664
H (2.50, 0.62, -2.73)  0.299
N (4.12, -2.08, 0.72)  -0.080
O (-4.00, -0.14, 1.94)  -0.403
H (1.33, 0.87, -4.05)  0.346
C (3.89, -1.01, 1.52)  -0.379
C (-0.87, 0.13, -0.88)  0.608
H (-2.96, -2.08, 0.62)  0.459
C (-4.36, 1.04, 2.62)  -0.791
H (4.37, -0.80, 2.47)  0.372
N (2.57, -0.84, -0.27)  -0.095
H (-2.69, 2.14, 1.16)  0.418
C (-2.49, -1.15, 0.37)  -0.620

total energy	-19754.818	eV
HOMO level	-11.642	eV
net charge	+1
LUMO energy	-0.182	Ha
2S+1	1
ΔE to the lowest compared entry with this formula, charge and spin	0.0	kJ/mol